{
  "formula": "C4H6O2",
  "method": "ωB97M-V/def2-TZVPD",
  "multiplicity": 1,
  "lumo_energy_ev": 0.426,
  "homo_energy_ev": -9.96,
  "gap_ev": 10.4,
  "symbols": ["C", "C", "O", "C", "C", "O", "H", "H", "H", "H", "H", "H"],
  "xyz": [[1.2898, 0.2974, -0.8321], [0.4910, 0.7587, 0.3642], [0.6639, 1.8368, 0.8846], [-0.5448, -0.2164, 0.9452], [-1.5391, -0.6818, -0.0967], [-1.2826, -1.5176, -0.9307], [0.6750, -0.2437, -1.5559], [2.0697, -0.3966, -0.4963], [1.7649, 1.1634, -1.2961], [-0.0108, -1.1000, 1.3169], [-1.0462, 0.2867, 1.7757], [-2.5307, -0.1869, -0.0788]],
  "forces_ev_per_angstrom": [[0.045, 0.064, -0.037], [0.107, 0.209, 0.068], [-0.114, -0.394, -0.209], [-0.025, -0.003, 0.100], [0.133, -0.240, -0.278], [-0.197, 0.343, 0.378], [0.083, 0.087, 0.143], [-0.119, 0.080, 0.007], [-0.040, -0.120, 0.074], [-0.025, 0.110, -0.111], [0.076, -0.069, -0.129], [0.076, -0.069, -0.005]]
}



{
  "formula": "C12H11NO4Pt",
  "method": "ωB97M-V/def2-TZVPD",
  "multiplicity": 3,
  "lumo_energy_ev": [-7.820, -11.921],
  "homo_energy_ev": [-16.11, -15.38],
  "charge": 2,
  "gap_ev": [8.3, 3.5],
  "symbols": ["Pt", "O", "C", "C", "O", "C", "O", "C", "O", "C", "H", "H", "C", "H", "H", "C", "C", "C", "C", "N", "C", "C", "H", "H", "H", "H", "H", "H", "H"],
  "xyz": [[-0.2434, -0.2068, 0.6925], [2.7994, -0.6346, 1.0467], [1.7228, -0.4747, 0.6274], [-1.8643, 0.5096, -0.4331], [-2.9187, 0.7764, -0.8157], [-0.4651, -1.8614, -0.4964], [-0.6397, -2.6768, -1.3174], [0.1835, 1.8782, 0.8861], [0.4468, 2.9899, 0.6955], [1.6964, 1.2427, -3.5239], [2.2563, 1.8754, -2.7997], [2.0283, 0.1810, -3.4902], [0.4516, 1.5745, -3.9265], [-0.2904, 0.7714, -4.2270], [-0.0378, 2.5265, -3.5586], [-2.6164, -1.9860, 6.1821], [-2.0082, -1.5541, 4.9161], [-1.1868, -2.3981, 4.2308], [-0.6727, -1.9858, 3.0384], [-1.0118, -0.7474, 2.5747], [-1.8132, 0.1553, 3.2539], [-2.3020, -0.2670, 4.4960], [-3.2800, -2.8675, 6.0326], [-1.8170, -2.2756, 6.9004], [-3.2223, -1.1515, 6.6143], [-0.9470, -3.3489, 4.5783], [-0.0222, -2.5665, 2.3852], [-2.0288, 1.1734, 2.7644], [-2.9053, 0.4257, 5.1028]],
  "forces_ev_per_angstrom": [[-0.325, 1.028, -1.766], [-4.603, 0.726, -2.207], [7.013, -1.325, 3.283], [-5.778, 1.317, -1.274], [3.983, -0.926, 1.166], [-1.352, -5.998, -4.676], [0.949, 4.216, 4.132], [1.316, 6.010, -0.049], [-1.097, -4.759, 0.733], [-0.406, -0.783, 1.988], [-0.153, -0.011, -1.262], [-0.067, 0.908, -0.825], [-1.536, -0.472, 1.736], [1.221, 1.166, -0.379], [0.887, -0.873, -1.082], [-0.652, -0.177, 1.451], [-1.047, 0.630, 1.384], [0.494, 0.527, -1.364], [-0.362, 1.535, -0.788], [-0.430, 0.641, 0.444], [0.572, -0.649, -0.333], [0.213, 1.366, -1.530], [0.456, 0.529, 0.115], [-0.609, 0.120, -0.327], [0.501, -0.902, -0.161], [0.288, -1.500, 0.672], [-0.152, -0.017, 0.383], [0.397, -1.807, 0.929], [0.281, -0.519, -0.392]]
}



{
  "formula": "C40H37Br2N10OS2TeZr",
  "method": "ωB97M-V/def2-TZVPD",
  "multiplicity": 1,
  "lumo_energy_ev": 1.299,
  "homo_energy_ev": -2.76,
  "charge": -1,
  "gap_ev": 4.1,
  "symbols": ["Zr", "C", "C", "N", "N", "C", "S", "N", "N", "H", "H", "H", "H", "H", "H", "Br", "C", "C", "C", "Br", "C", "C", "C", "C", "N", "C", "C", "O", "H", "H", "H", "H", "S", "C", "N", "N", "C", "C", "C", "C", "C", "C", "N", "N", "C", "C", "C", "C", "C", "C", "H", "H", "H", "H", "H", "H", "H", "H", "H", "H", "H", "C", "C", "C", "C", "C", "C", "Te", "C", "C", "C", "H", "H", "H", "H", "H", "H", "H", "H", "H", "H", "H", "N", "C", "C", "C", "C", "C", "C", "H", "H", "H", "H", "H"],
  "xyz": [[0.7014, -0.2151, 1.0554], [-5.8100, 0.7545, 0.8799], [-4.9894, -0.1765, 1.6774], [-5.4131, -1.0901, 2.4961], [-4.2948, -1.6846, 2.9839], [-3.1632, -1.1353, 2.4800], [-1.5864, -1.5334, 2.8064], [-3.6237, -0.1586, 1.6325], [-2.8646, 0.6629, 0.8248], [-6.8569, 0.5168, 1.0344], [-5.5434, 0.6711, -0.1724], [-5.5980, 1.7747, 1.1925], [-4.3464, -2.4572, 3.6259], [-1.9976, 0.1536, 0.5636], [-2.5907, 1.5140, 1.3269], [-2.3430, 2.5892, 3.8835], [-0.4979, 2.2677, 4.2110], [0.0706, 2.6590, 5.4107], [1.4059, 2.4010, 5.6433], [2.1669, 2.9978, 7.2872], [2.2126, 1.7279, 4.7060], [3.5781, 1.4235, 4.8576], [4.2343, 0.7392, 3.8390], [3.5376, 0.3423, 2.7117], [2.2374, 0.6127, 2.5296], [1.5874, 1.3113, 3.5002], [0.2238, 1.6020, 3.2164], [-0.2869, 1.2487, 2.0574], [-0.5240, 3.1692, 6.1531], [4.0987, 1.7117, 5.7596], [5.2857, 0.5049, 3.9262], [4.0198, -0.2149, 1.9127], [2.5223, 0.4329, -0.5489], [3.0952, -1.2847, -0.5337], [4.1405, -1.4108, -1.3137], [4.7631, -2.6338, -1.4335], [4.2796, -3.7902, -1.9574], [2.9472, -3.9493, -2.3652], [2.5324, -5.1354, -2.9313], [3.4150, -6.1908, -3.1098], [4.7311, -6.0485, -2.6947], [5.1610, -4.8715, -2.1249], [2.5893, -2.2478, 0.1964], [1.7492, -1.9575, 1.2354], [1.5429, -2.9483, 2.1467], [1.0964, -2.5733, 3.4337], [0.8710, -3.5230, 4.4058], [1.0782, -4.8699, 4.1349], [1.5365, -5.2535, 2.8797], [1.7798, -4.3166, 1.9005], [5.7700, -2.5304, -1.4403], [2.2548, -3.1307, -2.2386], [1.5003, -5.2426, -3.2403], [3.0821, -7.1141, -3.5604], [5.4298, -6.8665, -2.8104], [6.1867, -4.7683, -1.7948], [0.9940, -1.5124, 3.6666], [0.5475, -3.2083, 5.3903], [0.9109, -5.6054, 4.9083], [1.7047, -6.3036, 2.6731], [2.1471, -4.6037, 0.9281], [-3.2563, 6.2385, -4.9588], [-2.5719, 5.3290, -3.9775], [-1.2811, 5.5667, -3.5335], [-0.6553, 4.7110, -2.6373], [0.7501, 5.0148, -2.2158], [-1.3246, 3.5812, -2.1554], [-0.3136, 2.2379, -0.7284], [-2.6334, 3.3394, -2.5882], [-3.4250, 2.1506, -2.1318], [-3.2290, 4.2113, -3.4906], [-2.6160, 7.0720, -5.2426], [-4.1768, 6.6384, -4.5320], [-3.5233, 5.6824, -5.8584], [-0.7427, 6.4311, -3.8970], [1.1540, 5.8456, -2.7878], [1.3781, 4.1352, -2.3624], [0.7773, 5.2683, -1.1568], [-3.0291, 1.7596, -1.1933], [-3.3685, 1.3608, -2.8805], [-4.4712, 2.4218, -1.9992], [-4.2378, 4.0098, -3.8254], [-0.6181, -0.8872, -0.3119], [-0.7779, -0.6315, -1.5462], [-0.1851, 0.5914, -2.2008], [-0.6318, 0.9038, -3.5568], [-1.4086, 0.0621, -4.2604], [-1.8728, -1.1629, -3.6800], [-1.5831, -1.4900, -2.4039], [0.9130, 0.4632, -2.1905], [-0.2835, 1.8282, -3.9946], [-1.6991, 0.2974, -5.2756], [-2.4712, -1.8231, -4.2962], [-1.9761, -2.3883, -1.9428]],
  "forces_ev_per_angstrom": [[0.833, -2.109, -0.542], [0.006, -0.063, 0.051], [0.013, -0.297, 0.069], [-0.813, 0.220, -0.160], [0.722, 0.536, -0.527], [0.117, 0.260, 0.008], [0.142, -0.460, 0.394], [-0.134, -0.674, 0.791], [0.258, 0.187, -0.241], [-0.090, 0.068, -0.033], [-0.027, 0.007, -0.048], [-0.109, 0.143, -0.035], [0.064, 0.105, -0.083], [-0.763, 0.222, 0.044], [0.013, -0.518, 0.056], [0.176, 0.057, 0.120], [-0.223, -0.615, -1.229], [0.973, 0.012, 0.522], [-0.543, 0.389, 0.394], [-0.082, -0.051, -0.103], [-0.148, -0.153, -0.286], [0.364, -0.513, -0.792], [-0.181, 0.660, 1.245], [-1.228, -0.125, -0.929], [1.443, 0.571, 1.498], [0.482, 0.032, 0.213], [-0.855, 0.613, 0.590], [0.029, 0.937, 1.642], [-0.012, 0.013, 0.028], [0.012, 0.031, -0.013], [-0.015, -0.039, -0.007], [-0.115, 0.045, 0.032], [0.209, -0.032, 0.244], [0.589, -0.228, 0.256], [-0.165, 1.198, -1.243], [0.529, -0.543, 0.760], [-0.022, 0.173, -0.039], [-0.135, 0.358, 0.048], [0.078, -0.148, -0.045], [-0.169, -0.292, -0.112], [0.040, 0.014, 0.016], [0.038, -0.023, -0.013], [0.449, -1.176, -0.538], [-0.627, 0.674, 0.635], [0.169, -0.435, 0.818], [0.478, -0.048, -0.294], [-0.036, -0.078, 0.073], [-0.018, -0.036, 0.191], [-0.115, 0.008, 0.251], [0.037, 0.425, -0.349], [-0.344, -0.087, -0.056], [0.012, 0.031, 0.066], [-0.050, 0.026, -0.019], [-0.046, -0.103, -0.025], [0.048, -0.068, -0.032], [0.097, 0.017, 0.030], [0.009, -0.181, 0.075], [-0.045, -0.006, 0.023], [-0.035, -0.091, 0.047], [0.037, -0.004, -0.047], [0.062, 0.020, -0.118], [0.028, -0.061, 0.034], [-0.017, 0.001, 0.024], [-0.177, -0.062, -0.076], [0.276, -0.153, 0.158], [0.044, -0.069, -0.009], [0.118, -0.043, 0.361], [-0.723, 1.025, -2.253], [-0.035, -0.261, 0.225], [0.174, 0.015, 0.133], [0.131, 0.123, -0.044], [0.001, 0.023, -0.024], [-0.029, 0.048, -0.028], [-0.024, 0.063, -0.065], [0.073, 0.099, -0.035], [0.061, 0.098, -0.025], [0.109, 0.095, 0.075], [0.153, 0.010, 0.066], [-0.241, -0.044, -0.165], [-0.018, -0.113, 0.005], [-0.109, -0.010, 0.027], [-0.144, -0.068, -0.009], [-0.379, 0.324, -1.163], [-0.362, 0.009, -0.098], [-0.132, 0.171, 0.287], [-0.277, -0.009, -0.507], [0.399, 0.702, -0.120], [-0.046, -0.482, 0.580], [-0.274, -0.319, -0.519], [-0.052, -0.022, 0.010], [0.038, 0.060, -0.122], [0.063, 0.062, -0.052], [-0.084, -0.047, 0.086], [0.072, -0.021, -0.028]]
}



{
  "formula": "C20H26O4PReSe2",
  "method": "ωB97M-V/def2-TZVPD",
  "multiplicity": 2,
  "lumo_energy_ev": [-10.708, -11.359],
  "homo_energy_ev": [-17.24, -17.24],
  "charge": 3,
  "gap_ev": [6.5, 5.9],
  "symbols": ["Re", "C", "C", "O", "C", "C", "O", "C", "C", "O", "C", "C", "O", "H", "H", "H", "H", "H", "H", "H", "H", "H", "H", "H", "H", "H", "H", "H", "H", "Se", "P", "Se", "C", "C", "C", "C", "C", "C", "C", "C", "C", "C", "C", "C", "H", "H", "H", "H", "H", "H", "H", "H", "H", "H"],
  "xyz": [[-0.0022, -1.4036, 0.1133], [0.4023, -2.8177, 2.7017], [1.7174, -3.0577, 1.9797], [1.6900, -2.3790, 0.6506], [2.2644, -3.1871, -0.4597], [1.1519, -4.0320, -1.0252], [0.1085, -3.0824, -1.3431], [-1.1883, -3.6254, -1.6844], [-2.1342, -2.4526, -1.6055], [-1.9452, -1.8191, -0.2704], [-2.7671, -2.4391, 0.8101], [-1.9533, -2.4822, 2.0890], [-0.6140, -2.8366, 1.6721], [0.2172, -3.6198, 3.4178], [0.3729, -1.8554, 3.2151], [2.5611, -2.6424, 2.5273], [1.8853, -4.1135, 1.7805], [2.6294, -2.4542, -1.1761], [3.0985, -3.7629, -0.0653], [1.4757, -4.5450, -1.9318], [0.7692, -4.7613, -0.3065], [-1.1644, -4.0358, -2.6948], [-1.4401, -4.4179, -0.9751], [-1.8873, -1.6703, -2.3194], [-3.1817, -2.7286, -1.7037], [-3.6637, -1.8318, 0.9146], [-3.0276, -3.4367, 0.4641], [-1.9249, -1.5192, 2.6013], [-2.3477, -3.2478, 2.7586], [0.0302, 0.4941, 1.5654], [0.3532, 1.8774, -0.1982], [0.5291, 0.1443, -1.6292], [1.7966, 2.8840, -0.1292], [3.0202, 2.4490, -0.6487], [4.1239, 3.2772, -0.5571], [4.0101, 4.5166, 0.0633], [2.7951, 4.9441, 0.5898], [1.6776, 4.1378, 0.4889], [-1.1039, 2.8325, -0.5282], [-1.0653, 3.6436, -1.6705], [-2.1569, 4.4361, -1.9726], [-3.2664, 4.4378, -1.1328], [-3.2959, 3.6445, 0.0074], [-2.2168, 2.8321, 0.3140], [3.1108, 1.4850, -1.1345], [5.0707, 2.9633, -0.9741], [4.8759, 5.1622, 0.1293], [2.7199, 5.9124, 1.0650], [0.7247, 4.4837, 0.8709], [-0.1905, 3.6662, -2.3109], [-2.1390, 5.0634, -2.8531], [-4.1114, 5.0723, -1.3649], [-4.1553, 3.6696, 0.6630], [-2.2385, 2.2281, 1.2126]],
  "forces_ev_per_angstrom": [[0.048, 0.520, -0.046], [-0.020, -0.032, -0.053], [0.026, 0.059, -0.026], [-0.062, -0.135, -0.013], [-0.013, 0.078, 0.066], [-0.016, 0.002, -0.036], [0.008, -0.016, -0.081], [0.022, -0.017, -0.016], [0.041, 0.068, 0.100], [-0.002, -0.204, -0.018], [0.040, 0.055, -0.032], [0.020, -0.025, -0.049], [-0.012, -0.029, 0.101], [0.029, 0.009, 0.021], [0.019, 0.001, 0.003], [0.001, -0.019, 0.010], [-0.051, -0.013, 0.004], [0.007, -0.012, -0.008], [-0.019, -0.037, -0.001], [0.008, -0.001, 0.004], [0.027, -0.011, 0.007], [-0.005, -0.001, 0.000], [-0.033, 0.001, -0.006], [-0.018, -0.007, -0.014], [0.003, -0.042, -0.007], [-0.007, -0.009, 0.015], [0.020, -0.021, 0.029], [-0.016, 0.000, 0.001], [-0.033, 0.016, 0.005], [0.014, -0.161, -0.052], [-0.089, 0.203, -0.007], [-0.005, -0.211, 0.084], [-0.051, -0.018, -0.049], [0.057, -0.025, 0.056], [-0.025, -0.039, -0.011], [-0.017, 0.029, 0.016], [0.047, 0.000, -0.016], [-0.042, 0.023, -0.030], [0.121, 0.077, 0.049], [0.021, 0.026, -0.019], [-0.009, -0.005, 0.013], [0.000, 0.004, -0.009], [0.001, -0.002, 0.000], [-0.029, -0.065, 0.004], [-0.010, -0.002, -0.007], [0.003, 0.005, 0.001], [0.003, -0.006, 0.005], [-0.007, 0.002, -0.002], [0.002, -0.013, 0.003], [0.000, -0.001, 0.007], [-0.001, 0.001, -0.001], [-0.001, 0.000, -0.001], [0.000, 0.000, 0.003], [0.003, 0.002, 0.003]]
}